[1]
{
  "formula": "C23H32IrN5OS2Si",
  "method": "wB97M-V/def2-TZVPD",
  "species": ["Ir", "C", "Si", "C", "C", "C", "C", "C", "C", "N", "C", "S", "H", "H", "H", "H", "H", "H", "H", "H", "H", "H", "H", "H", "S", "C", "C", "C", "N", "C", "C", "C", "C", "C", "N", "C", "C", "H", "H", "H", "H", "H", "H", "H", "H", "C", "N", "C", "C", "O", "N", "C", "C", "H", "H", "H", "H", "H", "H", "H", "H", "H", "H", "H", "H"],
  "positions_angstrom": [[-0.01675, -0.04631, -0.02826], [-3.27640, -5.47981, 1.61858], [-3.84837, -3.92403, 0.76997], [-5.61928, -3.51779, 1.17824], [-3.58014, -4.00901, -1.07224], [-2.81915, -2.49332, 1.55012], [-2.99937, -2.20029, 2.91611], [-2.28742, -1.20119, 3.55661], [-1.39263, -0.43483, 2.82628], [-1.22345, -0.66931, 1.52917], [-1.89720, -1.68127, 0.94122], [-1.20549, -1.68256, -0.72661], [-3.85904, -6.32699, 1.24938], [-3.41566, -5.43767, 2.70052], [-2.22504, -5.69532, 1.41890], [-6.27249, -4.27985, 0.74692], [-5.92424, -2.55369, 0.76719], [-5.81075, -3.50347, 2.25279], [-4.19469, -4.83094, -1.44882], [-2.54984, -4.23009, -1.35460], [-3.90151, -3.10482, -1.59423], [-3.71664, -2.77533, 3.49067], [-2.42405, -1.00457, 4.61056], [-0.84067, 0.38805, 3.26200], [3.01024, 2.10632, -5.50911], [2.21217, 1.51987, -4.02750], [2.83285, 0.58376, -3.20478], [2.18541, 0.13768, -2.07417], [0.96151, 0.57169, -1.73478], [0.34934, 1.46931, -2.52741], [0.94155, 1.95965, -3.67239], [3.81759, 3.52561, -4.77035], [5.14901, 3.44697, -4.39323], [5.73417, 4.57385, -3.82857], [5.08646, 5.71670, -3.62897], [3.81571, 5.78144, -4.01577], [3.13417, 4.71964, -4.59437], [3.81616, 0.20596, -3.44753], [2.63975, -0.58597, -1.41208], [-0.64030, 1.78644, -2.22726], [0.40928, 2.67280, -4.28573], [5.72127, 2.54168, -4.54285], [6.77483, 4.55106, -3.52538], [3.31541, 6.73157, -3.86570], [2.10688, 4.83265, -4.91361], [2.53450, -1.54802, 1.85436], [2.21712, -0.41435, 2.72534], [2.03181, -0.72599, 4.14799], [1.82717, 0.74965, 2.19823], [1.45370, 0.80367, 0.94676], [1.86924, 1.88906, 2.87820], [2.84040, 2.13692, 3.95117], [1.22637, 3.10028, 2.36539], [2.86663, -2.36741, 2.48541], [3.34514, -1.28993, 1.17507], [1.67092, -1.88259, 1.27896], [1.44973, -1.64456, 4.22353], [1.48988, 0.07302, 4.64574], [2.98639, -0.87629, 4.65086], [3.47664, 1.27387, 4.10746], [2.33195, 2.39541, 4.87907], [3.46670, 2.97640, 3.64960], [0.44530, 2.85338, 1.65477], [1.96367, 3.73953, 1.87880], [0.79055, 3.63847, 3.20520]],
  "atomic_forces_ev_per_a": [[-0.5, 0.3, -0.1], [0.0, 0.0, 0.0], [-0.1, -0.1, 0.0], [0.0, 0.0, 0.0], [0.0, 0.1, 0.0], [0.0, 0.0, 0.0], [0.0, 0.0, 0.1], [-0.1, 0.0, 0.0], [-0.1, 0.2, -0.2], [0.4, -0.3, 0.3], [0.0, -0.1, -0.2], [0.0, 0.1, 0.1], [0.0, 0.0, 0.0], [0.0, 0.0, 0.0], [0.0, 0.0, 0.0], [0.0, 0.0, 0.0], [0.0, 0.0, 0.0], [0.0, 0.0, 0.0], [0.0, 0.0, 0.0], [0.0, 0.0, 0.0], [0.0, 0.0, 0.0], [0.0, 0.0, 0.0], [0.0, 0.0, 0.0], [0.0, 0.0, 0.0], [0.0, 0.0, 0.0], [0.0, 0.0, 0.0], [0.0, 0.0, 0.0], [0.0, 0.0, 0.1], [0.0, -0.1, -0.1], [0.1, 0.0, -0.1], [0.0, 0.0, 0.0], [0.0, 0.0, 0.0], [0.0, 0.0, 0.0], [0.0, 0.0, 0.0], [0.0, 0.0, 0.0], [0.0, 0.0, 0.0], [0.0, 0.0, 0.0], [0.0, 0.0, 0.0], [0.0, 0.0, 0.0], [0.0, 0.0, 0.0], [0.0, 0.0, 0.0], [0.0, 0.0, 0.0], [0.0, 0.0, 0.0], [0.0, 0.0, 0.0], [0.0, 0.0, 0.0], [0.1, 0.0, 0.0], [-0.3, -0.1, 0.0], [0.1, 0.0, 0.0], [0.1, 0.1, -0.2], [0.3, -0.1, 0.2], [0.0, 0.0, 0.1], [0.0, 0.0, 0.0], [0.0, 0.0, 0.0], [0.0, 0.0, 0.0], [0.0, 0.0, 0.0], [0.0, 0.0, 0.0], [0.0, 0.0, 0.0], [0.0, 0.0, 0.0], [0.0, 0.0, 0.0], [0.0, 0.0, 0.0], [0.0, 0.0, 0.0], [0.0, 0.0, 0.0], [0.0, 0.0, 0.0], [0.0, 0.0, 0.0], [0.0, 0.0, 0.0]],
  "e_tot_ha": -2434.35729,
  "total_charge": 2,
  "homo_energy_ev": [-13.73, -13.73],
  "multiplicity": 1
}

=====

[2]
{
  "formula": "C6H16FNP",
  "method": "wB97M-V/def2-TZVPD",
  "species": ["C", "C", "C", "C", "C", "C", "N", "F", "P", "H", "H", "H", "H", "H", "H", "H", "H", "H", "H", "H", "H", "H", "H", "H", "H"],
  "positions_angstrom": [[1.53826, 2.32267, -1.42884], [0.33705, 3.17543, 0.48630], [-0.53749, -3.07037, 0.25235], [-2.46663, -1.53065, 0.78786], [0.23914, 2.55225, -0.81689], [-0.97802, -1.74882, 0.93531], [1.76655, -0.69493, 0.11017], [-0.11333, -0.86881, -1.44090], [0.09052, -0.28978, 0.06198], [1.92665, 1.30403, -1.60746], [2.27784, 2.82045, -0.82628], [1.30813, 2.56393, -2.46465], [0.92657, 2.37264, 1.00680], [-0.55775, 3.04982, 0.96863], [0.84492, 4.10597, 0.36609], [-0.93228, -3.03218, -0.84865], [-0.98162, -3.96187, 0.77507], [0.51408, -3.09297, 0.38193], [-2.56207, -0.47640, 1.15920], [-2.86083, -2.34829, 1.40760], [-2.59672, -1.66173, -0.34851], [-0.66668, 2.50639, -1.39896], [-0.77501, -1.84974, 2.09931], [2.33462, -0.64951, 0.85709], [1.92411, -1.49750, -0.47454]],
  "atomic_forces_ev_per_a": [[-1.0, -0.7, -0.9], [0.9, -2.8, -0.2], [-2.1, 0.5, -0.7], [1.7, 0.8, -1.4], [1.4, -1.2, 0.0], [1.6, -0.6, 1.5], [-3.8, 0.2, -3.3], [0.1, 0.6, 0.5], [-0.1, -1.7, 0.2], [-0.6, -0.2, 0.5], [0.6, 0.5, -0.5], [0.9, 0.9, -0.5], [0.4, 1.4, -0.1], [-2.4, 1.2, 1.4], [0.2, 0.9, 0.6], [1.2, -0.4, 2.0], [0.3, 0.9, -0.5], [1.1, -0.7, -0.5], [-1.2, -1.1, -0.3], [-0.8, 0.7, -0.4], [-0.9, 0.4, 1.8], [-0.3, -0.3, 0.0], [0.2, 0.7, -2.3], [2.1, 0.3, 3.3], [0.4, -0.3, -0.1]],
  "e_tot_ha": -733.84237,
  "total_charge": 1,
  "e_above_lowest_ev": 0.1037,
  "homo_energy_ev": -12.75,
  "multiplicity": 1
}

=====

[3]
{
  "formula": "Cl3N5O15Zr",
  "method": "wB97M-V/def2-TZVPD",
  "species": ["Zr", "Cl", "Cl", "Cl", "N", "O", "O", "O", "N", "O", "O", "O", "N", "O", "O", "O", "N", "O", "O", "O", "N", "O", "O", "O"],
  "positions_angstrom": [[-0.04965, 0.63223, 0.06942], [0.64486, 3.05666, -0.29710], [2.24301, 0.19919, 1.34633], [-2.48391, 1.82665, 0.35372], [-1.19595, -1.62488, 2.67665], [-1.36114, -0.90377, 1.65723], [-2.17951, -2.03769, 3.32066], [-0.04979, -1.97028, 2.99762], [-1.51793, -0.07800, -3.17815], [-1.74206, 0.80899, -4.02453], [-1.70747, -1.25946, -3.45160], [-1.14072, 0.26074, -2.02644], [-0.43725, 2.13814, 3.56817], [-0.48240, 3.38650, 3.43080], [-0.58566, 1.67131, 4.72337], [-0.21457, 1.39535, 2.60508], [2.46236, 0.69246, -2.36258], [1.48981, 0.37442, -1.63395], [2.46840, 1.79640, -2.93868], [3.40939, -0.08631, -2.52883], [0.62748, -2.57048, -1.09274], [-0.31283, -3.22179, -1.56862], [0.32547, -1.60989, -0.31113], [1.79006, -2.87647, -1.33467]],
  "atomic_forces_ev_per_a": [[0.8, -0.5, 0.2], [-0.3, -1.0, 0.2], [-1.0, 0.4, -0.5], [0.9, -0.7, -0.2], [1.4, -0.6, 0.0], [-0.4, 0.7, -0.4], [-0.4, 0.2, -0.2], [-0.4, 0.1, 0.1], [-0.3, 0.3, -0.3], [0.1, 0.1, 0.1], [0.1, -0.3, 0.1], [0.2, 0.3, 0.9], [0.0, 1.3, 0.5], [0.0, -0.3, -0.3], [0.0, -0.4, -0.3], [0.0, -0.5, -0.2], [0.7, 1.1, -0.6], [-0.4, -0.5, 0.3], [-0.2, -0.2, 0.2], [-0.3, -0.3, 0.3], [-0.9, -0.4, -0.5], [0.1, -0.1, 0.1], [0.0, 0.7, 0.3], [0.3, 0.4, 0.4]],
  "e_tot_ha": -2829.47785,
  "total_charge": -4,
  "homo_energy_ev": 2.13,
  "multiplicity": 1
}